No. 1
Below is the molecule C15H23N3O3, with properties calculated with ωB97M-V with the def2-TZVPD basis set.

The SMILES is NCCCC[C@H](NC(=O)[C@@H](N)Cc1ccccc1)C(=O)O. The calculation puts the highest occupied orbital energy at -0.323 Ha. Its total energy is -975.37471 hartree. Its frontier orbital gap is 0.3330 hartree. As for the spin multiplicity: 1. The LUMO energy is 0.3 eV. The value obtained for the largest force on an atom is 3.531 eV/Å.

Geometry as XYZ:
```
44
C15H23N3O3 | the Open Molecules 2025 dataset | ωB97M-V with the def2-TZVPD basis set
C 2.151 -0.317 1.087
C 1.737 0.400 -0.199
C 1.486 0.274 2.326
C 1.535 -0.602 3.555
C 0.425 -0.536 4.450
C 2.649 -1.291 3.935
C 0.396 -1.297 5.582
C 2.699 -2.013 5.072
C 1.565 -2.042 5.896
C 0.014 0.670 -1.957
C -0.327 2.168 -1.921
C -1.179 -0.076 -2.485
C -1.605 0.239 -3.896
C -2.974 -0.426 -4.175
C -4.121 0.109 -3.291
H 3.931 0.640 0.847
H 3.978 -0.948 0.368
H 1.799 -1.312 0.983
H 0.416 0.382 2.130
H 1.907 1.339 2.427
H -0.417 0.117 4.200
H 3.472 -1.227 3.242
H -0.469 -1.318 6.250
H 3.595 -2.585 5.377
H 1.604 -2.655 6.745
H 0.081 -0.783 -0.329
H 0.811 0.507 -2.662
H -0.978 -1.163 -2.427
H -2.100 0.071 -1.900
H -0.882 -0.188 -4.629
H -1.595 1.300 -4.107
H -3.015 -1.463 -4.164
H -3.252 -0.111 -5.187
H -5.021 -0.081 -3.889
H -4.183 -0.483 -2.335
H -4.003 2.118 -3.907
H -3.274 1.894 -2.482
H 1.518 2.465 -1.503
N 3.592 -0.328 1.184
N 0.469 0.123 -0.635
N -4.111 1.558 -3.037
O 2.428 1.300 -0.727
O -1.450 2.584 -2.058
O 0.695 2.984 -1.756
```

Results of the natural (NBO) charge analysis, in e, for atoms 1 through 4: atom 1 (C): -0.1425, atom 2 (C): 0.7035, atom 3 (C): -0.4126, atom 4 (C): -0.0536


No. 2
Below is a structure of composition C15H23NO4S, with properties calculated with ωB97M-V with the def2-TZVPD basis set.

The calculation puts the highest occupied orbital energy at -0.328 Ha. Its total energy is -1338.63922 hartree. Its frontier orbital gap is 0.3248 hartree. As for the spin multiplicity: 1. The LUMO energy is -0.1 eV. The value obtained for the largest force on an atom is 19.973 eV/Å.

Geometry as XYZ:
```
44
C15H23NO4S | the Open Molecules 2025 dataset | ωB97M-V with the def2-TZVPD basis set
C -0.506 -3.931 0.439
C -0.929 -3.274 -0.913
H -0.413 -3.557 -1.829
H -2.099 -3.471 -1.043
O -0.947 -2.026 -0.984
C 0.217 -1.393 -0.673
C 1.245 -1.764 -1.396
C 2.518 -0.945 -1.584
C 2.682 0.068 -0.621
C 1.719 0.304 0.315
C 0.414 -0.111 0.245
S -0.896 0.189 1.349
O -1.402 -1.284 1.808
O -0.122 1.025 2.450
N -1.968 1.017 0.597
C -1.526 2.192 0.201
H -0.399 2.224 0.474
C -1.539 2.010 -1.361
H -1.027 3.071 -2.005
O -2.851 1.899 -1.793
C -3.751 1.316 -1.032
H -4.279 2.231 -0.206
C -3.023 0.458 0.061
H -2.676 -0.450 -0.388
H -3.730 0.128 0.497
H -4.408 0.835 -1.514
H -0.856 1.029 -1.739
H -2.025 3.246 0.346
H 1.698 1.052 1.215
C 4.089 0.725 -0.347
C 3.880 2.381 -0.658
H 4.804 2.744 -0.728
H 3.409 2.517 -1.536
H 3.241 2.560 0.170
C 4.683 0.398 0.933
H 4.906 -0.404 1.086
H 5.710 0.964 0.819
H 4.093 0.837 2.014
H 4.694 0.440 -1.198
H 3.230 -1.108 -2.034
H 1.295 -2.488 -2.144
H -1.121 -3.355 1.459
H -0.935 -5.024 0.396
H 0.478 -3.993 0.433
```

Results of the natural (NBO) charge analysis, in e, for atoms 1 through 4: atom 1 (C): -0.6431, atom 2 (C): -0.0413, atom 3 (H): 0.1519, atom 4 (H): 0.1723


No. 3
Below is a structure of composition C15H24AgGeN, with properties calculated with ωB97M-V with the def2-TZVPD basis set.

The calculation puts the highest occupied orbital energy at -0.544 Ha. Its total energy is -2863.91174 hartree. Its frontier orbital gap is 0.2155 hartree. As for the spin multiplicity: 1. The LUMO energy is -8.9 eV. The net charge is +2. The value obtained for the largest force on an atom is 3.032 eV/Å.

Geometry as XYZ:
```
42
C15H24AgGeN | the Open Molecules 2025 dataset | ωB97M-V with the def2-TZVPD basis set
Ag -0.589 -0.668 0.070
N -0.076 -0.006 2.087
C -0.027 -0.013 3.240
C 0.005 0.008 4.645
C 1.222 0.005 5.339
C 1.208 -0.022 6.719
C 0.001 -0.044 7.407
C -1.206 -0.023 6.717
C -1.217 0.006 5.338
H 2.155 0.019 4.792
H 2.141 -0.033 7.264
H -0.001 -0.078 8.487
H -2.142 -0.036 7.258
H -2.146 0.021 4.786
C 0.049 3.568 -4.436
C 1.408 3.059 -4.898
C 2.350 2.804 -3.724
C 1.802 1.738 -2.803
Ge 0.245 2.389 -1.696
C -0.006 3.872 -0.296
C -0.276 5.228 -0.898
C -1.619 5.292 -1.621
C -1.823 6.624 -2.329
H -0.586 3.797 -5.291
H 0.152 4.479 -3.838
H -0.511 2.802 -3.852
H 1.863 3.800 -5.555
H 1.285 2.144 -5.481
H 2.539 3.734 -3.178
H 3.315 2.457 -4.101
H 2.511 1.428 -2.026
H 1.456 0.858 -3.348
H -0.512 0.668 -0.933
H 0.943 3.809 0.249
H -0.828 3.514 0.325
H 0.527 5.529 -1.577
H -0.276 5.949 -0.074
H -2.434 5.123 -0.913
H -1.649 4.467 -2.355
H -1.814 7.444 -1.612
H -2.784 6.643 -2.838
H -1.043 6.805 -3.069
```

Results of the natural (NBO) charge analysis, in e, for atoms 1 through 4: atom 1 (Ag): 0.9522, atom 2 (N): -0.6200, atom 3 (C): 0.5243, atom 4 (C): -0.2584


No. 4
Below is a structure of composition C15H24AsMnN6O4, with properties calculated with ωB97M-V with the def2-TZVPD basis set.

The calculation puts the highest occupied orbital energy (alpha / beta) at -0.558 / -0.560 Ha. Its total energy is -4601.64804 hartree. Its frontier orbital gap (alpha / beta) is 0.2604 / 0.3052 hartree. As for the spin multiplicity: 5. The LUMO energy (alpha / beta) is -8.1 / -6.9 eV. The net charge is +2. As for the expectation value of S²: 6.111. The value obtained for the largest force on an atom is 0.481 eV/Å.

Geometry as XYZ:
```
51
C15H24AsMnN6O4 | the Open Molecules 2025 dataset | ωB97M-V with the def2-TZVPD basis set
Mn 0.315 0.477 0.317
N 0.193 2.386 1.839
N 0.486 3.530 1.076
C 0.649 3.411 -0.252
N 1.061 4.436 -0.964
N 0.326 2.188 -0.730
N 0.685 1.787 -2.001
O 0.696 0.558 -2.077
O 0.925 2.557 -2.885
H -0.674 2.537 2.349
H 0.946 2.227 2.506
H 0.692 4.401 1.546
H 1.346 5.299 -0.527
H 1.159 4.338 -1.965
C -3.025 -0.014 2.513
C -3.327 0.398 1.080
As -2.011 -0.262 -0.182
C -2.564 0.311 -1.959
C -4.066 0.230 -2.218
C -2.031 -2.203 -0.061
C -3.420 -2.832 -0.099
H -3.720 0.470 3.198
H -2.009 0.252 2.828
H -3.128 -1.091 2.649
H -3.389 1.483 0.959
H -4.287 -0.014 0.754
H -1.995 -0.304 -2.661
H -2.210 1.339 -2.076
H -4.432 -0.794 -2.201
H -4.281 0.637 -3.205
H -4.641 0.812 -1.498
H -1.505 -2.447 0.866
H -1.402 -2.562 -0.879
H -4.053 -2.477 0.715
H -3.327 -3.913 0.011
H -3.934 -2.644 -1.040
O 3.896 1.480 -0.710
C 3.540 0.501 -0.133
N 2.275 0.424 0.577
C 2.084 -0.847 0.915
O 0.865 -1.129 1.232
C 3.241 -1.692 0.665
C 3.511 -3.023 0.912
C 4.759 -3.491 0.506
C 5.677 -2.654 -0.124
C 5.391 -1.311 -0.379
C 4.161 -0.848 0.030
H 2.800 -3.672 1.404
H 5.023 -4.524 0.683
H 6.634 -3.056 -0.426
H 6.099 -0.666 -0.881
```

Results of the natural (NBO) charge analysis, in e, for atoms 1 through 4: atom 1 (Mn): 1.4393, atom 2 (N): -0.6688, atom 3 (N): -0.4046, atom 4 (C): 0.6612


No. 5
Below is a structure of composition C15H24AsN3O5STeTi, with properties calculated with ωB97M-V with the def2-TZVPD basis set.

The calculation puts the highest occupied orbital energy at -0.256 Ha. Its total energy is -4877.99863 hartree. Its frontier orbital gap is 0.2434 hartree. As for the spin multiplicity: 1. The LUMO energy is -0.3 eV. The value obtained for the largest force on an atom is 2.992 eV/Å.

Geometry as XYZ:
```
51
C15H24AsN3O5STeTi | the Open Molecules 2025 dataset | ωB97M-V with the def2-TZVPD basis set
Ti 0.163 0.702 0.556
O 1.528 0.476 -3.116
C 1.387 0.672 -1.935
O 0.224 0.752 -1.305
C 2.493 0.906 -0.937
C 3.714 1.440 -1.121
C 4.492 1.765 0.060
C 3.894 1.840 1.266
C 2.478 1.518 1.350
N 2.005 0.671 0.329
C 1.749 1.166 2.618
O 2.146 1.369 3.735
O 0.584 0.591 2.302
H 4.093 1.619 -2.117
H 5.543 1.994 -0.048
H 4.404 2.150 2.169
C -4.283 2.541 -0.903
As -2.416 2.643 -0.321
C -1.544 2.961 -2.023
C -2.468 4.385 0.546
S -2.311 0.957 0.954
H -4.565 3.405 -1.504
H -4.902 2.486 -0.010
H -4.430 1.630 -1.480
H -2.074 3.815 -2.446
H -1.657 2.091 -2.664
H -0.491 3.190 -1.892
H -3.150 5.006 -0.033
H -1.483 4.842 0.577
H -2.845 4.254 1.557
Te 1.010 3.349 0.938
C 1.464 -2.524 2.015
N 0.565 -3.271 1.141
C 0.003 -4.468 1.759
C -0.198 -2.549 0.260
O -0.339 -1.310 0.328
N -0.824 -3.227 -0.724
C -1.696 -2.485 -1.625
C -0.384 -4.528 -1.196
H 2.157 -3.234 2.465
H 0.929 -1.994 2.806
H 2.030 -1.805 1.431
H -0.304 -4.243 2.784
H 0.745 -5.267 1.786
H -0.871 -4.812 1.212
H -2.132 -1.642 -1.096
H -2.491 -3.144 -1.972
H -1.137 -2.106 -2.485
H 0.521 -4.832 -0.680
H -0.167 -4.462 -2.264
H -1.158 -5.284 -1.048
```

Results of the natural (NBO) charge analysis, in e, for atoms 1 through 4: atom 1 (Ti): 1.3867, atom 2 (O): -0.5832, atom 3 (C): 0.7713, atom 4 (O): -0.7550


No. 6
Below is a structure of composition C15H24AsN3O5STeTi, with properties calculated with ωB97M-V with the def2-TZVPD basis set.

The calculation puts the highest occupied orbital energy at -0.236 Ha. Its total energy is -4878.09996 hartree. Its frontier orbital gap is 0.2169 hartree. As for the spin multiplicity: 1. The LUMO energy is -0.5 eV. The value obtained for the largest force on an atom is 2.582 eV/Å.

Geometry as XYZ:
```
51
C15H24AsN3O5STeTi | the Open Molecules 2025 dataset | ωB97M-V with the def2-TZVPD basis set
Ti 0.622 0.250 -1.024
O -2.522 -1.924 -2.314
C -1.601 -1.437 -1.717
O -0.805 -0.453 -2.106
C -1.204 -1.917 -0.333
C -1.861 -2.810 0.483
C -1.326 -3.046 1.745
C -0.177 -2.384 2.168
C 0.418 -1.504 1.291
N -0.090 -1.325 0.080
C 1.634 -0.624 1.521
O 2.223 -0.626 2.571
O 1.907 0.084 0.445
H -2.767 -3.290 0.136
H -1.818 -3.747 2.410
H 0.251 -2.527 3.152
C 3.383 -1.659 -3.293
As 1.970 -1.838 -1.994
C 0.972 -3.297 -2.788
C 2.944 -2.810 -0.618
S 2.223 1.250 -2.358
H 3.832 -2.631 -3.464
H 4.125 -0.961 -2.922
H 2.970 -1.261 -4.213
H 1.664 -4.104 -3.006
H 0.499 -2.955 -3.704
H 0.199 -3.652 -2.111
H 3.515 -3.611 -1.081
H 2.256 -3.239 0.106
H 3.618 -2.129 -0.103
Te 0.331 2.684 -2.389
C 1.217 3.032 1.465
N -0.229 3.210 1.356
C -0.710 4.575 1.555
C -1.013 2.241 0.892
O -0.552 1.216 0.343
N -2.372 2.389 0.969
C -3.195 1.553 0.103
C -3.013 2.794 2.215
H 1.545 3.378 2.447
H 1.707 3.610 0.685
H 1.491 1.994 1.350
H 0.049 5.255 1.171
H -0.876 4.808 2.607
H -1.626 4.743 0.997
H -2.689 1.357 -0.833
H -4.122 2.084 -0.110
H -3.442 0.600 0.582
H -2.274 3.016 2.978
H -3.632 1.970 2.580
H -3.653 3.669 2.080
```

Results of the natural (NBO) charge analysis, in e, for atoms 1 through 4: atom 1 (Ti): 0.9106, atom 2 (O): -0.5705, atom 3 (C): 0.7636, atom 4 (O): -0.7035


No. 7
Below is a structure of composition C15H24BIN4O3PS, with properties calculated with ωB97M-V with the def2-TZVPD basis set.

The calculation puts the highest occupied orbital energy at -0.067 Ha. Its total energy is -2092.18840 hartree. Its frontier orbital gap is 0.1079 hartree. As for the spin multiplicity: 1. The LUMO energy is 1.1 eV. The net charge is -1. The value obtained for the largest force on an atom is 12.414 eV/Å.

Geometry as XYZ:
```
50
C15H24BIN4O3PS | the Open Molecules 2025 dataset | ωB97M-V with the def2-TZVPD basis set
C 4.947 0.669 1.795
O 3.663 0.687 2.521
B 2.802 -0.427 2.076
O 2.943 -1.715 2.823
C 1.720 -0.187 0.840
C 0.091 0.055 1.099
N -0.544 0.084 2.461
C -0.529 -1.235 3.182
C -0.140 1.258 3.309
C -0.508 2.852 2.960
O 0.579 1.064 4.428
C -0.930 0.327 -0.199
P -2.780 0.590 0.177
C -3.943 -0.175 -1.118
C -3.211 2.395 0.618
C -0.230 0.352 -1.687
C -1.123 0.666 -3.044
C -1.154 -0.635 -4.072
C -1.201 -2.087 -3.312
N 0.159 -2.701 -3.028
C 1.400 0.101 -1.962
N 2.092 0.096 -3.337
S 3.757 -0.205 -2.855
N 3.844 -0.333 -1.095
C 2.396 -0.170 -0.689
H 5.799 0.802 2.619
H 5.179 -0.336 1.241
H 5.013 1.537 1.009
H 3.133 -2.474 2.195
H -1.340 -1.264 4.058
H -0.763 -2.109 2.412
H 0.505 -1.469 3.724
H -1.657 3.077 3.015
H 0.012 3.525 3.765
H -0.023 3.137 1.911
H -4.168 0.536 -2.048
H -3.648 -1.237 -1.510
H -5.005 -0.307 -0.586
H -2.349 3.173 0.454
H -4.212 2.741 0.083
H -3.462 2.406 1.785
H -2.176 1.130 -2.832
H -0.513 1.506 -3.633
H -0.117 -0.608 -4.666
H -2.004 -0.505 -4.892
H -1.825 -2.112 -2.322
H -1.749 -2.836 -4.062
H -0.066 -3.598 -2.513
H 0.541 -3.015 -3.947
I 0.795 -3.027 2.853
```

Results of the natural (NBO) charge analysis, in e, for atoms 1 through 4: atom 1 (C): -0.2677, atom 2 (O): -0.7841, atom 3 (B): 1.2833, atom 4 (O): -0.9796


No. 8
Below is the molecule C15H24BrO4P, with properties calculated with ωB97M-V with the def2-TZVPD basis set.

The SMILES is CCCCOP(=O)(OCCCC)[C@@H](O)c1ccc(Br)cc1. The calculation puts the highest occupied orbital energy at -0.331 Ha. Its total energy is -3802.38945 hartree. Its frontier orbital gap is 0.3561 hartree. As for the spin multiplicity: 1. The LUMO energy is 0.7 eV. The value obtained for the largest force on an atom is 1.304 eV/Å.

Geometry as XYZ:
```
45
C15H24BrO4P | the Open Molecules 2025 dataset | ωB97M-V with the def2-TZVPD basis set
C -5.725 -0.431 -2.692
C -5.559 0.889 -1.949
C -4.375 0.889 -0.981
C -4.562 -0.083 0.177
H -5.526 0.086 0.668
H -4.521 -1.115 -0.185
O -3.601 0.083 1.209
P -2.014 -0.064 1.047
O -1.433 -0.391 2.347
O -1.776 -1.132 -0.137
C -1.531 -2.500 0.191
C -0.113 -2.908 -0.192
C 0.927 -2.403 0.804
C 2.340 -2.776 0.376
H 2.565 -2.367 -0.606
H 2.451 -3.857 0.327
H 3.068 -2.390 1.085
H 0.838 -1.320 0.894
H 0.717 -2.830 1.786
H -0.073 -3.998 -0.244
H 0.104 -2.512 -1.186
H -2.264 -3.089 -0.369
H -1.689 -2.650 1.263
H -3.464 0.615 -1.519
H -4.250 1.892 -0.565
H -5.403 1.688 -2.678
H -6.475 1.117 -1.400
H -6.508 -0.344 -3.441
H -4.801 -0.705 -3.195
H -5.999 -1.233 -2.011
C -1.324 1.540 0.405
C 0.134 1.295 0.164
C 1.076 1.483 1.167
C 2.410 1.188 0.942
C 2.794 0.699 -0.293
C 1.872 0.506 -1.307
C 0.544 0.806 -1.072
H -0.185 0.654 -1.855
H 2.189 0.127 -2.267
Br 4.624 0.281 -0.606
H 3.140 1.333 1.723
H 0.775 1.866 2.129
O -1.628 2.469 1.403
H -1.459 2.050 2.259
H -1.808 1.884 -0.510
```

Results of the natural (NBO) charge analysis, in e, for atoms 1 through 4: atom 1 (C): -0.6086, atom 2 (C): -0.3903, atom 3 (C): -0.4324, atom 4 (C): -0.0526